1.
Below is a gas-phase ion, C6H17N2 (charge +1), with properties calculated with ωB97M-V/def2-TZVPD.

The geometry in XYZ format:
```
25
C6H17N2 ωB97M-V/def2-TZVPD
C -0.771 2.188 1.709
N 0.185 1.087 1.920
C 1.107 0.922 0.778
C 0.853 -0.463 0.004
N 0.188 -1.280 1.093
C -0.194 -0.447 -1.270
C 0.749 -0.978 -2.407
C -1.525 -1.047 -1.306
H -0.192 3.075 1.217
H -1.731 1.969 1.192
H -0.972 2.496 2.626
H 0.588 1.138 2.867
H 2.277 1.095 1.115
H 0.932 1.697 0.024
H 1.816 -0.840 -0.313
H -0.525 -0.702 1.743
H 0.932 -1.645 1.860
H -0.267 -2.068 0.753
H -0.169 0.637 -1.486
H 1.078 -0.072 -2.834
H 0.184 -1.365 -3.162
H 1.465 -1.611 -2.075
H -2.140 -1.196 -0.396
H -1.739 -2.142 -1.644
H -2.130 -0.447 -2.011
```

## Properties
gap between HOMO and LUMO	0.375	Ha
total energy	-9468.8116	eV
2S+1	1
ΔE to the lowest compared entry with this formula, charge and spin	311.0	kJ/mol
net charge	+1

These are the Mulliken partial charges, in e, on atoms 1 to 4: C -0.960; N -0.337; C -0.727; C -0.285

2.
Below is a gas-phase ion, C6H17N2 (charge +1), with properties calculated with ωB97M-V/def2-TZVPD.

The geometry in XYZ format:
```
25
C6H17N2 ωB97M-V/def2-TZVPD
C 2.796 0.680 0.720
N 1.811 -0.346 0.320
C 0.545 -0.193 1.070
C -0.559 -0.839 0.240
N -1.740 -1.098 1.176
C -1.138 -0.035 -0.957
C -1.320 1.427 -0.610
C -0.237 -0.214 -2.172
H 2.313 1.659 0.672
H 3.137 0.533 1.753
H 3.665 0.605 0.073
H 2.208 -1.238 0.632
H 0.367 0.862 1.275
H 0.619 -0.727 2.034
H -0.214 -1.820 -0.080
H -2.114 -0.204 1.505
H -1.457 -1.645 1.995
H -2.472 -1.609 0.685
H -2.097 -0.523 -1.151
H -0.385 1.955 -0.469
H -2.004 1.670 0.203
H -1.779 1.918 -1.469
H -0.199 -1.259 -2.488
H 0.786 0.058 -1.920
H -0.532 0.381 -3.038
```

## Properties
gap between HOMO and LUMO	0.343	Ha
total energy	-9471.3391	eV
2S+1	1
ΔE to the lowest compared entry with this formula, charge and spin	67.1	kJ/mol
net charge	+1

These are the Mulliken partial charges, in e, on atoms 1 to 4: C -0.901; N -0.310; C -0.984; C -0.281

3.
Below is a molecular structure, C6H17N2, with properties calculated with ωB97M-V/def2-TZVPD.

The geometry in XYZ format:
```
25
C6H17N2 ωB97M-V/def2-TZVPD
C 0.352 0.145 0.604
N -1.048 -0.342 0.784
C -4.153 0.047 0.282
C -3.761 1.292 -0.585
C 1.396 -0.695 -0.200
N 2.745 0.609 -0.226
C 3.907 0.568 0.720
C 0.877 -1.544 -1.341
H 0.890 0.469 1.478
H 0.305 1.016 -0.075
H -0.905 -1.249 1.214
H -3.226 -0.541 0.025
H -4.272 0.215 1.389
H -2.913 1.116 -1.215
H -4.520 1.774 -1.260
H -3.385 2.089 0.093
H 1.853 -1.413 0.468
H -5.026 -0.391 -0.078
H 2.572 -0.402 -0.759
H 4.832 0.046 0.259
H 4.297 1.644 0.854
H 3.679 0.071 1.689
H 0.007 -0.976 -1.727
H 1.657 -1.678 -2.133
H 0.567 -2.544 -1.018
```

## Properties
gap between HOMO and LUMO	0.176	Ha
total energy	-9460.6730	eV
2S+1	1
ΔE to the lowest compared entry with this formula, charge and spin	1096.2	kJ/mol
net charge	+1

These are the Mulliken partial charges, in e, on atoms 1 to 4: C -0.815; N -0.006; C -0.576; C -0.752

4.
Below is 3 unconnected molecules or ions with the total composition C6H17N2O2, with properties calculated with ωB97M-V/def2-TZVPD.

The geometry in XYZ format:
```
27
C6H17N2O2 ωB97M-V/def2-TZVPD
C 1.725 -2.651 -0.898
C 1.953 0.766 1.832
C -2.771 1.203 -1.063
C -2.133 -0.134 0.902
C 0.944 -1.642 -0.238
C 1.566 1.468 0.509
N 0.266 -0.789 -0.764
N -1.593 0.703 -0.168
O 2.354 1.451 -0.613
O 0.465 1.952 0.331
H 2.721 -2.116 -1.182
H 1.317 -2.795 -1.899
H 1.918 -3.517 -0.384
H 2.992 1.021 2.134
H 1.931 -0.268 1.816
H 1.241 1.263 2.552
H -2.453 1.742 -1.985
H -3.337 0.311 -1.402
H -3.333 1.853 -0.438
H -3.168 -0.546 0.687
H -1.551 -0.994 1.177
H -2.290 0.541 1.742
H 0.887 -1.659 0.908
H 0.372 -0.642 -1.855
H -1.118 1.407 0.397
H 1.895 1.841 -1.378
H -0.800 0.231 -0.720
```

## Properties
gap between HOMO and LUMO	0.423	Ha
total energy	-13565.0657	eV
2S+1	1
ΔE to the lowest compared entry with this formula, charge and spin	244.7	kJ/mol
net charge	+1

These are the Mulliken partial charges, in e, on atoms 1 to 4: C -1.456; C -0.881; C -0.923; C -0.855

5.
Below is 2 unconnected molecules or ions with the total composition C6H17N2S, with properties calculated with ωB97M-V/def2-TZVPD.

The geometry in XYZ format:
```
26
C6H17N2S ωB97M-V/def2-TZVPD
C 2.465 0.328 -1.112
C -3.116 -0.176 -0.629
C 0.178 -1.558 0.036
C 0.246 -0.012 1.926
C 2.020 0.179 0.319
C -0.276 0.827 -0.274
N -2.530 0.284 0.477
N 0.539 -0.135 0.496
S 0.049 2.462 0.266
H 2.430 -0.576 -1.744
H 1.910 1.086 -1.527
H 3.530 0.717 -1.171
H -2.636 -1.105 -0.879
H -4.205 -0.289 -0.333
H -2.961 0.411 -1.598
H -0.006 -1.425 -1.049
H 0.914 -2.166 0.380
H -0.685 -1.945 0.557
H -0.848 0.011 2.034
H 0.501 -0.947 2.344
H 0.594 0.834 2.441
H 2.129 1.094 0.757
H 2.549 -0.632 0.719
H -0.177 0.645 -1.411
H -2.647 1.270 0.659
H -0.534 2.955 -0.959
```

## Properties
gap between HOMO and LUMO (alpha / beta)	0.314 / 0.292	Ha
expectation value of S²	2.009
total energy	-20300.9261	eV
2S+1	3
net charge	+1

These are the Mulliken partial charges, in e, on atoms 1 to 4: C -1.192; C -0.705; C -0.960; C -1.103

6.
Below is C6H17N3 in the gas phase, with properties calculated with ωB97M-V/def2-TZVPD.

The geometry in XYZ format:
```
26
C6H17N3 ωB97M-V/def2-TZVPD
C 1.920 -1.868 -0.022
C 1.687 1.100 -0.418
N 1.123 -1.018 0.846
C 0.676 0.204 0.252
N 1.809 -0.897 2.121
C -0.539 0.771 0.772
H 1.103 -0.712 2.825
H 2.447 -0.100 2.105
H 2.065 -2.828 0.470
H 2.918 -1.458 -0.249
H 1.392 -2.013 -0.963
H 1.257 2.080 -0.634
H 2.017 0.691 -1.379
H 2.596 1.271 0.180
H -0.994 0.148 1.539
H -0.506 1.813 1.105
C -3.076 0.884 -0.118
C -1.138 -0.604 -1.551
N -1.660 0.806 -0.505
H -1.430 1.589 -1.114
H -3.268 0.082 0.597
H -3.721 0.749 -0.990
H -3.321 1.844 0.341
H -0.286 -0.411 -2.190
H -1.006 -1.454 -0.892
H -2.063 -0.669 -2.128
```

## Properties
gap between HOMO and LUMO	0.224	Ha
total energy	-10962.5479	eV
2S+1	1
ΔE to the lowest compared entry with this formula, charge and spin	546.0	kJ/mol

These are the Mulliken partial charges, in e, on atoms 1 to 4: C -0.818; C -1.465; N 0.271; C -0.008

7.
Below is 2 unconnected molecules or ions with the total composition C6H17N4O2S, with properties calculated with ωB97M-V/def2-TZVPD.

The geometry in XYZ format:
```
30
C6H17N4O2S ωB97M-V/def2-TZVPD
C -1.738 -1.411 0.760
C 1.510 0.404 -2.001
C 3.264 -0.374 1.103
C -0.512 3.196 -0.278
C 0.201 -0.235 -1.528
C 2.376 -1.291 1.434
N -0.553 -0.726 0.668
N -1.796 -2.295 1.781
N -2.576 -1.275 -0.234
N -0.324 0.359 -0.241
O -2.119 1.337 1.104
O -2.302 1.460 -1.356
S -1.558 1.706 -0.148
H 2.089 -0.402 -2.402
H 1.370 1.183 -2.772
H 1.964 0.950 -1.161
H 0.121 -0.689 1.515
H 3.439 0.524 1.659
H 3.979 -0.426 0.212
H -0.121 2.968 -1.223
H -1.166 4.089 -0.043
H 0.133 3.071 0.543
H 0.232 -1.373 -1.229
H -0.652 -0.063 -2.287
H 1.574 -0.923 2.246
H 2.283 -2.173 0.956
H -1.031 -2.187 2.477
H -2.463 -3.103 1.799
H -2.259 -0.481 -0.865
H -3.365 -1.819 -0.493
```

## Properties
gap between HOMO and LUMO	0.391	Ha
total energy	-27378.4973	eV
2S+1	1
ΔE to the lowest compared entry with this formula, charge and spin	216.3	kJ/mol
net charge	+1

These are the Mulliken partial charges, in e, on atoms 1 to 4: C 0.661; C -1.316; C -0.626; C -0.834

8.
Below is C6H17N5O2 in the gas phase, with properties calculated with ωB97M-V/def2-TZVPD.

The geometry in XYZ format:
```
30
C6H17N5O2 ωB97M-V/def2-TZVPD
C -0.749 2.458 -2.798
C -1.299 3.353 -1.572
C -2.574 2.717 -0.844
N -2.272 1.651 0.135
O -1.698 0.545 -0.490
C -1.351 -0.342 0.600
O -2.272 -0.933 1.175
N 0.072 -0.441 0.928
C 0.697 -1.656 0.335
C 1.817 -2.347 1.243
N 3.048 -1.515 1.147
N 2.165 -3.721 0.723
N 1.450 -2.524 2.666
H 0.262 2.027 -2.505
H -1.476 1.593 -2.929
H -0.711 3.035 -3.779
H -1.602 4.365 -2.032
H -0.478 3.606 -0.812
H -3.080 3.562 -0.254
H -3.333 2.395 -1.644
H -1.690 1.991 0.913
H 0.249 -0.344 1.933
H 1.233 -1.307 -0.625
H -0.055 -2.440 -0.001
H 3.308 -1.446 0.154
H 3.816 -1.976 1.665
H 1.349 -4.343 0.757
H 2.528 -3.664 -0.235
H 2.151 -2.079 3.267
H 0.496 -2.220 2.879
```

## Properties
gap between HOMO and LUMO	0.341	Ha
total energy	-18039.8834	eV
2S+1	1
ΔE to the lowest compared entry with this formula, charge and spin	366.8	kJ/mol

These are the Mulliken partial charges, in e, on atoms 1 to 4: C -0.769; C -0.340; C -0.661; N -0.329

no.,strongest force on any atom (Eh/bohr)
1,0.09503
2,0.02216
3,0.09181
4,0.12183
5,0.07446
6,0.05741
7,0.10343
8,0.07399